Formula: C38H44CrN7
Source: OMol25
Level of theory: ωB97M-V with the def2-TZVPD basis set

For the gap between HOMO and LUMO (alpha / beta), the calculation gives 0.16986 / 0.20384 hartree. The value obtained for the maximum force is 0.18 eV/A. Its LUMO energy (alpha / beta) is 2.236 / 1.625 eV. The charge is -1. As for the electronic energy: -78977.9857 eV. The spin multiplicity is 5. The calculation puts the energy relative to the best compared isomer or geometry (same formula, charge and spin) at 0.00 kcal/mol.

Last column: Löwdin charge in e.
Atoms and positions in Å:
Cr1 -0.2329 -0.0687 0.1659  0.971
C1 5.6760 -1.9370 -0.4920  -0.094
C2 4.5543 -2.7216 -1.1780  -0.206
C3 3.2204 -2.4851 -0.5410  -0.153
C4 2.6319 -3.2264 0.4711  -0.152
C5 3.1494 -4.4888 1.0857  -0.202
C6 2.5914 -5.7406 0.4028  -0.095
C7 1.4062 -2.5907 0.7771  -0.233
C8 0.4905 -3.0252 1.7544  0.037
C9 -0.7090 -2.4377 2.0417  -0.232
C10 -1.6052 -2.8797 3.0971  -0.130
C11 -1.3745 -4.0746 3.9664  -0.194
C12 -1.7330 -5.3853 3.2606  -0.091
C13 -2.6524 -2.0225 3.1108  -0.131
C14 -2.4121 -1.0451 2.0620  -0.232
C15 -3.2470 -0.0001 1.7813  0.035
C16 -3.0400 0.9784 0.7916  -0.234
N1 -1.9342 1.0465 -0.0198  0.022
C17 -2.1269 2.1398 -0.8259  -0.234
C18 -1.2141 2.5690 -1.8082  0.032
C19 -0.0295 1.9625 -2.1113  -0.233
N2 0.4766 0.8310 -1.5064  0.010
C20 1.7024 0.5971 -2.0973  -0.233
C21 2.5584 -0.4190 -1.7895  0.034
C22 2.3368 -1.4183 -0.8221  -0.234
N3 1.2246 -1.4882 -0.0208  0.023
C23 1.9562 1.5970 -3.1203  -0.136
C24 0.8934 2.4338 -3.1301  -0.135
C25 0.6547 3.6069 -4.0269  -0.197
C26 -0.3108 3.2838 -5.1704  -0.091
C27 3.2006 1.6860 -3.9454  -0.200
C28 4.3084 2.4572 -3.2237  -0.089
C29 -3.3630 2.7627 -0.5321  -0.152
C30 -3.9403 2.0278 0.4901  -0.152
C31 -5.2361 2.3006 1.1878  -0.205
C32 -5.0466 3.1009 2.4793  -0.093
C33 -3.9403 3.9483 -1.2401  -0.205
C34 -4.6724 3.5640 -2.5287  -0.095
N4 -1.2343 -1.3329 1.4136  0.011
C35 -3.8119 -1.9930 4.0552  -0.198
C36 -3.5991 -0.9848 5.1883  -0.085
H1 6.6438 -2.1219 -0.9647  0.063
H2 5.7479 -2.2140 0.5611  0.072
H3 5.4710 -0.8658 -0.5321  0.069
H4 4.7863 -3.7902 -1.1492  0.100
H5 4.5178 -2.4524 -2.2374  0.101
H6 2.9042 -4.5159 2.1509  0.104
H7 4.2415 -4.4985 1.0298  0.100
H8 1.5019 -5.7551 0.4660  0.067
H9 2.9757 -6.6548 0.8618  0.064
H10 2.8569 -5.7495 -0.6560  0.070
H11 0.7710 -3.8942 2.3354  0.100
H12 -1.9630 -3.9764 4.8812  0.103
H13 -0.3284 -4.1004 4.2815  0.110
H14 -2.7863 -5.3907 2.9745  0.073
H15 -1.5478 -6.2462 3.9062  0.066
H16 -1.1449 -5.5058 2.3497  0.064
H17 -4.1500 0.0863 2.3714  0.098
H18 -1.4789 3.4557 -2.3698  0.099
H19 3.4883 -0.4727 -2.3406  0.099
H20 1.6081 3.9431 -4.4418  0.100
H21 0.2647 4.4439 -3.4413  0.109
H22 0.1004 2.4967 -5.8049  0.074
H23 -0.4979 4.1627 -5.7909  0.066
H24 -1.2652 2.9265 -4.7824  0.064
H25 2.9734 2.1693 -4.8989  0.102
H26 3.5555 0.6823 -4.1908  0.104
H27 3.9915 3.4818 -3.0218  0.073
H28 5.2244 2.4893 -3.8173  0.066
H29 4.5352 1.9889 -2.2649  0.072
H30 -5.7437 1.3589 1.4151  0.103
H31 -5.9040 2.8468 0.5158  0.099
H32 -4.3969 2.5631 3.1715  0.067
H33 -6.0005 3.2907 2.9775  0.064
H34 -4.5713 4.0604 2.2685  0.073
H35 -3.1490 4.6668 -1.4731  0.103
H36 -4.6306 4.4704 -0.5718  0.100
H37 -3.9935 3.0567 -3.2163  0.065
H38 -5.0841 4.4408 -3.0346  0.063
H39 -5.4914 2.8755 -2.3123  0.071
H40 -3.9652 -2.9903 4.4744  0.101
H41 -4.7274 -1.7479 3.5099  0.105
H42 -2.7095 -1.2386 5.7663  0.078
H43 -4.4565 -0.9618 5.8643  0.066
H44 -3.4485 0.0183 4.7879  0.067
N5 1.3585 0.7230 5.9731  0.064
C37 1.4993 1.0897 4.8832  -0.424
N6 1.7377 1.5858 3.6822  0.063
C38 1.1082 1.1746 2.6520  -0.299
N7 0.5749 0.9100 1.6488  0.088



Formula: C38H44F6N12S
Source: OMol25
Level of theory: ωB97M-V with the def2-TZVPD basis set

For the gap between HOMO and LUMO, the calculation gives 0.28453 hartree. The value obtained for the maximum force is 0.89 eV/A. Its LUMO energy is 0.206 eV. As for the electronic energy: -85139.0582 eV. The spin multiplicity is 1.

Last column: Löwdin charge in e.
Atoms and positions in Å:
F1 1.4652 1.3758 -2.4803  -0.090
C1 1.5165 2.5362 -1.6768  -0.164
C2 2.8614 3.2496 -1.9102  -0.105
C3 3.6668 3.3605 -0.6389  -0.209
C4 3.6591 4.5452 0.0764  -0.059
C5 4.3617 4.6641 1.2662  -0.088
C6 5.0659 3.5820 1.7544  -0.104
C7 5.0658 2.3914 1.0477  -0.463
C8 4.3675 2.2714 -0.1465  -0.253
N1 4.3705 1.0227 -0.8111  0.113
C9 4.0229 -0.0682 0.0056  -0.241
C10 3.0309 -0.9595 -0.3698  0.056
C11 2.7141 -2.0184 0.4732  -0.136
C12 1.5904 -2.9294 0.0672  -0.401
F2 1.5670 -3.1337 -1.2711  0.129
F3 1.6764 -4.1255 0.6997  0.123
C13 0.1982 -2.3239 0.4522  -0.521
F4 -0.1949 -1.4757 -0.5248  0.135
F5 -0.7224 -3.2988 0.5419  0.155
F6 0.2375 -1.6500 1.5951  0.183
C14 3.3883 -2.2037 1.6711  -0.014
C15 4.3784 -1.3105 2.0486  -0.058
C16 4.6910 -0.2431 1.2175  -0.437
S1 5.9231 0.9537 1.6385  1.029
H1 0.6735 3.1846 -1.9127  0.091
H2 1.4197 2.2023 -0.6425  0.071
H3 3.3775 2.6343 -2.6518  0.113
H4 2.6891 4.2347 -2.3393  0.101
H5 3.0860 5.3918 -0.2800  0.095
H6 4.3470 5.6043 1.8025  0.103
H7 5.6128 3.6384 2.6881  0.104
H8 3.8429 1.0330 -1.6714  0.106
H9 2.4957 -0.8381 -1.3049  0.125
H10 3.0977 -3.0332 2.3016  0.112
H11 4.8907 -1.4385 2.9935  0.110
C17 -2.4819 -3.0651 -2.1965  -0.055
C18 -3.7979 -2.5813 -1.7998  -0.260
N2 -4.8303 -2.1905 -1.4870  0.136
H12 -1.7326 -2.6809 -1.5159  0.040
H13 -2.4616 -4.1532 -2.1646  0.091
H14 -2.2561 -2.7373 -3.2095  0.090
C19 8.2911 2.6375 -2.0494  -0.055
C20 7.3065 3.6129 -1.5987  -0.241
N3 6.5065 4.3524 -1.2386  0.186
H15 9.2446 2.8211 -1.5574  0.085
H16 7.9479 1.6343 -1.8009  0.082
H17 8.4249 2.7162 -3.1266  0.082
C21 2.3326 -4.7235 5.3856  -0.092
C22 3.7410 -4.3525 5.3275  -0.285
N4 4.8489 -4.0578 5.2725  0.118
H18 2.0104 -5.0919 4.4120  0.079
H19 2.1785 -5.5008 6.1306  0.028
H20 1.7302 -3.8609 5.6620  0.029
C23 -0.1623 6.3078 -3.5062  -0.062
C24 0.1754 6.0057 -2.1204  -0.276
N5 0.4406 5.7618 -1.0311  0.157
H21 -0.7559 5.4980 -3.9266  0.085
H22 -0.7357 7.2313 -3.5535  0.083
H23 0.7482 6.4230 -4.0914  0.083
C25 -1.2467 1.2015 1.6314  -0.059
C26 0.1033 1.7502 1.6225  -0.256
N6 1.1697 2.1732 1.6129  0.173
H24 -1.5361 0.9174 0.6207  0.081
H25 -1.2821 0.3222 2.2719  0.076
H26 -1.9458 1.9463 2.0066  0.084
C27 -6.8956 -0.2397 -3.3596  -0.079
C28 -6.7881 0.7918 -4.3850  -0.291
N7 -6.7057 1.5978 -5.1978  0.110
H27 -7.0592 0.2186 -2.3868  0.086
H28 -7.7377 -0.8918 -3.5829  0.045
H29 -5.9822 -0.8270 -3.3210  0.045
C29 -10.7826 -1.2201 -5.6857  -0.064
C30 -10.4304 -1.6159 -4.3272  -0.285
N8 -10.1583 -1.9286 -3.2572  0.130
H30 -11.4196 -1.9782 -6.1378  0.065
H31 -11.3170 -0.2724 -5.6684  0.086
H32 -9.8827 -1.1072 -6.2872  0.085
C31 8.4898 7.6545 -1.2710  -0.078
C32 9.8687 7.2255 -1.0724  -0.292
N9 10.9545 6.8881 -0.9214  0.119
H33 8.4053 8.7269 -1.1061  0.079
H34 8.1768 7.4241 -2.2873  0.079
H35 7.8358 7.1291 -0.5769  0.073
C33 0.4156 -4.1432 9.2038  -0.077
C34 0.5299 -3.2664 8.0461  -0.271
N10 0.6255 -2.5622 7.1455  0.141
H36 0.2947 -3.5388 10.1015  0.084
H37 -0.4510 -4.7886 9.0906  0.059
H38 1.3046 -4.7622 9.2993  0.081
C35 -1.9217 -7.3523 7.3183  -0.055
C36 -0.5114 -6.9870 7.2718  -0.248
N11 0.5987 -6.7011 7.2348  0.164
H39 -2.2345 -7.7345 6.3488  0.087
H40 -2.0788 -8.1207 8.0726  0.086
H41 -2.5224 -6.4789 7.5658  0.084
C37 -15.0964 -2.8850 -6.2101  -0.069
C38 -14.3371 -2.3790 -7.3480  -0.291
N12 -13.7299 -1.9789 -8.2350  0.129
H42 -15.4130 -3.9080 -6.4031  0.083
H43 -14.4783 -2.8671 -5.3143  0.079
H44 -15.9755 -2.2647 -6.0478  0.083



Formula: C38H44MnNO5P2S3
Source: OMol25
Level of theory: ωB97M-V with the def2-TZVPD basis set

For the gap between HOMO and LUMO (alpha / beta), the calculation gives 0.24019 / 0.25322 hartree. The value obtained for the maximum force is 1.98 eV/A. Its LUMO energy (alpha / beta) is -0.520 / -0.156 eV. As for the electronic energy: -134254.7658 eV. The spin multiplicity is 3. The calculation puts the energy relative to the best compared isomer or geometry (same formula, charge and spin) at 6.94 kcal/mol.

Last column: Löwdin charge in e.
Atoms and positions in Å:
Mn1 0.0548 -0.0845 -0.2434  0.365
O1 -0.5348 2.0564 3.1255  0.074
C1 -0.5675 1.1516 2.3211  -0.693
O2 -0.3110 1.2452 1.0716  -0.246
C2 -0.9644 -0.2894 2.7622  -0.179
P1 -0.1350 -1.4276 1.5874  1.048
C3 -0.9489 -2.9725 2.1122  -0.330
C4 -2.1050 -3.4099 1.4773  -0.082
C5 -2.7911 -4.5026 1.9792  -0.071
C6 -2.3416 -5.1497 3.1189  -0.080
C7 -1.1901 -4.7111 3.7518  -0.073
C8 -0.4924 -3.6287 3.2509  -0.078
C9 1.5347 -1.7070 2.2525  -0.397
C10 2.2524 -2.7690 1.6998  -0.118
C11 3.5187 -3.0623 2.1659  -0.082
C12 4.0814 -2.2944 3.1740  -0.088
C13 3.3737 -1.2345 3.7152  -0.075
C14 2.1029 -0.9312 3.2558  -0.106
H1 -2.0422 -0.4017 2.5864  0.107
H2 -0.7540 -0.4821 3.8169  0.103
H3 -2.4597 -2.8814 0.6031  0.096
H4 -3.6873 -4.8456 1.4833  0.107
H5 -2.8957 -5.9855 3.5231  0.104
H6 -0.8383 -5.2054 4.6448  0.105
H7 0.4034 -3.2876 3.7491  0.106
H8 1.8147 -3.3615 0.9057  0.107
H9 4.0748 -3.8819 1.7357  0.108
H10 5.0758 -2.5181 3.5328  0.107
H11 3.8103 -0.6377 4.5024  0.108
H12 1.5680 -0.0846 3.6615  0.108
C15 6.2928 -1.9560 -0.1678  -0.059
C16 5.2683 -0.8785 0.1270  -0.320
O3 4.0306 -1.3104 -0.4239  -0.368
P2 2.9258 -0.1945 -0.8143  0.020
S1 1.4981 -1.4283 -1.5472  0.518
S2 2.6888 1.1003 0.6533  0.506
O4 3.6308 0.6138 -2.0275  -0.345
C17 4.2473 -0.0999 -3.0968  -0.289
C18 4.1736 0.7476 -4.3520  -0.051
H13 7.2765 -1.6530 0.1788  0.079
H14 6.3334 -2.1439 -1.2391  0.074
H15 6.0003 -2.8769 0.3310  0.066
H16 5.5569 0.0845 -0.3117  0.110
H17 5.1367 -0.7291 1.2023  0.094
H18 3.7450 -1.0630 -3.2362  0.096
H19 5.2908 -0.2875 -2.8194  0.114
H20 3.1388 0.8861 -4.6540  0.054
H21 4.7078 0.2524 -5.1569  0.081
H22 4.6228 1.7206 -4.1645  0.081
O5 0.5710 1.3031 -1.5392  -0.684
S3 0.4363 2.7912 -1.4114  1.030
C19 -0.5789 3.2096 -2.9139  -0.207
C20 -0.0182 2.5735 -4.1330  -0.275
C21 -0.1842 1.2078 -4.3528  -0.020
C22 0.3848 0.6100 -5.4649  -0.068
C23 1.1208 1.3616 -6.3672  -0.102
C24 1.2718 2.7244 -6.1647  -0.082
C25 0.7090 3.3254 -5.0519  -0.052
C26 2.0826 3.3827 -1.9866  -0.259
C27 2.0963 4.8649 -2.1265  -0.283
C28 2.7210 5.4785 -3.2059  -0.052
C29 2.7179 6.8579 -3.3240  -0.077
C30 2.0811 7.6361 -2.3726  -0.087
C31 1.4632 7.0316 -1.2899  -0.071
C32 1.4790 5.6547 -1.1620  -0.056
H23 -0.6152 4.2954 -2.9706  0.103
H24 -1.5624 2.8067 -2.6765  0.090
H25 -0.7533 0.6119 -3.6517  0.110
H26 0.2568 -0.4494 -5.6287  0.108
H27 1.5741 0.8945 -7.2292  0.104
H28 1.8298 3.3187 -6.8723  0.103
H29 0.8253 4.3887 -4.8966  0.107
H30 2.3344 2.8557 -2.9058  0.088
H31 2.7573 3.0506 -1.1934  0.052
H32 3.2144 4.8723 -3.9532  0.114
H33 3.2083 7.3253 -4.1658  0.104
H34 2.0705 8.7115 -2.4708  0.102
H35 0.9650 7.6318 -0.5432  0.106
H36 1.0122 5.1807 -0.3103  0.106
C33 -2.7960 1.8253 -0.3398  -0.048
C34 -2.7269 0.5584 -1.1313  -0.367
C35 -3.7108 0.1011 -1.9773  -0.075
C36 -3.3183 -1.1802 -2.4137  -0.077
C37 -2.1117 -1.4551 -1.8160  -0.391
C38 -1.3262 -2.7149 -1.9624  -0.102
N1 -1.7257 -0.3869 -1.0319  -0.020
H37 -3.4514 2.5322 -0.8435  0.081
H38 -1.8162 2.2778 -0.1989  0.024
H39 -3.2181 1.6279 0.6473  0.084
H40 -4.6136 0.6163 -2.2456  0.093
H41 -3.8624 -1.8218 -3.0803  0.093
H42 -1.9785 -3.4882 -2.3599  0.083
H43 -0.9130 -3.0387 -1.0058  0.035
H44 -0.4877 -2.5749 -2.6447  0.014